{"formula": "C4H13N3", "method": "the ωB97M-V functional and the def2-TZVPD basis", "elements": ["N", "C", "C", "N", "C", "C", "N", "H", "H", "H", "H", "H", "H", "H", "H", "H", "H", "H", "H", "H"], "positions_angstrom": [[-2.983, 0.136, -0.155], [-2.144, -0.333, 0.940], [-0.938, -1.094, 0.451], [0.051, -0.159, -0.157], [1.284, -0.019, 0.589], [2.257, 0.918, -0.090], [2.543, 0.462, -1.455], [-3.964, 0.090, 0.081], [-2.801, 1.084, -0.449], [-2.755, -0.942, 1.594], [-1.739, 0.497, 1.539], [-0.467, -1.617, 1.289], [-1.152, -1.867, -0.303], [0.284, -0.487, -1.086], [1.066, 0.362, 1.590], [1.806, -0.979, 0.742], [1.925, 1.956, -0.088], [3.187, 0.894, 0.488], [3.420, 0.862, -1.768], [1.824, 0.826, -2.078]], "charge": 0, "multiplicity": 1, "orbital_gap_ha": 0.360, "e_tot_ha": -324.44854, "e_homo_ev": -8.62, "relative_energy_kj_mol": 69.28, "smiles": "NCCNCCN", "largest_force_ev_per_a": 1.24}

***

{"formula": "C3H6INO2", "method": "the ωB97M-V functional and the def2-TZVPD basis", "elements": ["C", "C", "C", "N", "O", "O", "I", "H", "H", "H", "H", "H", "H"], "positions_angstrom": [[-0.204, 0.542, 0.709], [1.205, 1.000, -1.237], [-1.098, -0.754, 1.563], [0.432, 0.132, -0.428], [-0.268, 1.652, 1.125], [0.589, -1.196, -0.735], [-2.437, -1.777, 0.308], [2.328, 0.497, -1.303], [0.742, 1.050, -2.252], [1.004, 2.077, -0.830], [-1.573, -0.131, 2.248], [-0.565, -1.468, 2.112], [-0.154, -1.626, -1.280]], "charge": 0, "multiplicity": 1, "orbital_gap_ha": 0.359, "e_tot_ha": -620.73822, "e_homo_ev": -9.44, "relative_energy_kj_mol": 299.68, "smiles": "CN(O)C(=O)CI", "largest_force_ev_per_a": 4.55}

***

{"formula": "C26H19AsBCeN10O6S3", "method": "the ωB97M-V functional and the def2-TZVPD basis", "elements": ["Ce", "C", "C", "N", "N", "C", "B", "N", "C", "C", "C", "N", "N", "C", "C", "C", "N", "N", "C", "C", "C", "N", "H", "H", "H", "H", "H", "H", "H", "H", "H", "H", "H", "H", "S", "C", "C", "C", "C", "N", "C", "C", "C", "S", "C", "N", "H", "H", "O", "As", "O", "O", "C", "C", "C", "C", "C", "C", "S", "O", "O", "O", "H", "H", "H", "H", "H"], "positions_angstrom": [[0.911, -0.517, 0.300], [4.747, 1.361, 1.818], [4.036, 0.573, 0.909], [2.814, 1.003, 0.775], [2.736, 2.210, 1.570], [3.886, 2.325, 2.217], [1.392, 2.827, 1.828], [0.683, 1.865, 2.880], [0.101, 2.171, 4.064], [-0.561, 1.007, 4.546], [-0.385, 0.078, 3.563], [0.395, 0.554, 2.542], [0.472, 2.936, 0.568], [-0.087, 3.965, -0.078], [-0.388, 3.568, -1.393], [-0.099, 2.209, -1.446], [0.372, 1.808, -0.288], [1.631, 4.229, 2.455], [2.370, 5.212, 1.857], [1.765, 6.420, 2.022], [0.518, 6.110, 2.650], [0.421, 4.843, 2.987], [5.749, 1.220, 2.041], [4.405, -0.179, 0.248], [4.084, 3.105, 2.952], [0.163, 3.163, 4.466], [-1.103, 0.950, 5.473], [-0.815, -0.904, 3.477], [-0.288, 4.924, 0.401], [-0.796, 4.227, -2.228], [-0.202, 1.496, -2.232], [3.155, 4.969, 1.154], [2.085, 7.445, 1.842], [-0.221, 6.816, 2.999], [-4.152, 1.274, 0.118], [-4.434, 0.255, -1.182], [-5.502, 0.131, -2.053], [-5.646, -1.032, -2.748], [-6.648, -1.198, -3.712], [-7.540, -1.168, -4.452], [-4.690, -2.102, -2.632], [-3.643, -2.038, -1.715], [-3.531, -0.880, -0.955], [-2.786, -0.524, 0.489], [-4.700, -3.157, -3.627], [-4.614, -3.889, -4.515], [-6.209, 0.906, -2.231], [-2.875, -2.815, -1.604], [0.558, -2.306, -3.983], [0.711, -2.114, -2.234], [2.094, -1.038, -1.811], [-0.630, -1.150, -1.638], [1.094, -4.006, -1.796], [1.206, -4.887, -2.855], [1.546, -6.198, -2.604], [1.833, -6.637, -1.339], [1.787, -5.710, -0.283], [1.384, -4.410, -0.496], [1.166, -3.428, 0.985], [-0.134, -2.722, 0.736], [1.290, -4.355, 2.050], [2.213, -2.294, 1.058], [0.460, -1.389, -4.358], [0.848, -4.505, -3.781], [1.492, -6.941, -3.426], [2.160, -7.606, -1.092], [1.951, -6.056, 0.745]], "charge": 0, "multiplicity": 2, "orbital_gap_ha": [0.260, 0.267], "e_tot_ha": -5931.66022, "e_homo_ev": [-8.73, -8.90], "relative_energy_kj_mol": 0.00, "largest_force_ev_per_a": 4.29}

***

{"formula": "C8H14", "method": "the ωB97M-V functional and the def2-TZVPD basis", "elements": ["C", "C", "C", "C", "C", "C", "C", "C", "H", "H", "H", "H", "H", "H", "H", "H", "H", "H", "H", "H", "H", "H"], "positions_angstrom": [[-0.628, -0.994, 2.120], [-1.301, -1.425, 0.805], [-0.663, -0.891, -0.465], [-0.329, 0.572, -0.445], [0.891, 1.071, -0.685], [2.033, 0.157, -0.907], [3.082, 0.581, -1.611], [-1.513, 1.505, -0.303], [0.445, -1.130, 2.005], [-0.817, 0.071, 2.270], [-1.098, -1.540, 2.933], [-1.381, -2.518, 0.837], [-2.377, -1.210, 0.801], [-1.352, -1.151, -1.274], [0.240, -1.426, -0.764], [1.026, 2.130, -0.511], [2.143, -0.647, -0.188], [3.142, 1.616, -1.926], [4.010, 0.047, -1.775], [-1.556, 2.228, -1.118], [-1.546, 1.992, 0.656], [-2.451, 0.964, -0.454]], "charge": 0, "multiplicity": 1, "orbital_gap_ha": 0.352, "e_tot_ha": -313.15704, "e_homo_ev": -8.56, "relative_energy_kj_mol": 158.49, "smiles": "C=C/C=C(/C)CCC", "largest_force_ev_per_a": 2.11}

***

{"formula": "C6H11NO", "method": "the ωB97M-V functional and the def2-TZVPD basis", "elements": ["C", "C", "C", "C", "C", "C", "H", "H", "H", "H", "H", "H", "H", "H", "H", "H", "H", "N", "O"], "positions_angstrom": [[-2.618, 0.101, -0.207], [-1.573, -0.496, 0.717], [-0.146, -0.449, 0.137], [0.516, 0.882, -0.042], [1.509, 1.198, 1.037], [0.273, 1.669, -1.079], [-2.354, 1.153, -0.396], [-2.652, -0.396, -1.194], [-3.634, 0.056, 0.223], [-1.580, -0.077, 1.736], [-1.792, -1.545, 0.921], [2.033, -2.348, -0.675], [2.365, 0.501, 1.087], [1.942, 2.203, 0.847], [1.003, 1.225, 2.021], [0.733, 2.659, -1.153], [-0.484, 1.490, -1.846], [0.423, -1.585, -0.088], [1.712, -1.407, -0.542]], "charge": 0, "multiplicity": 1, "orbital_gap_ha": 0.384, "e_tot_ha": -365.13272, "e_homo_ev": -9.45, "relative_energy_kj_mol": 259.25, "smiles": "C=C(C)/C(CC)=N\\O", "largest_force_ev_per_a": 2.28}

***

{"formula": "C19H23BrN4O5S", "method": "the ωB97M-V functional and the def2-TZVPD basis", "elements": ["O", "C", "N", "C", "H", "C", "N", "S", "O", "O", "C", "C", "C", "C", "C", "C", "H", "H", "Br", "H", "H", "C", "C", "H", "H", "H", "H", "H", "H", "H", "C", "N", "C", "O", "C", "N", "C", "O", "H", "C", "C", "H", "C", "H", "H", "C", "H", "H", "H", "H", "H", "H", "H"], "positions_angstrom": [[1.213, -3.548, -0.571], [1.349, -2.402, -0.951], [0.305, -1.602, -1.246], [0.352, -0.198, -1.581], [1.368, 0.127, -1.789], [-0.243, 0.619, -0.422], [-1.569, 0.158, -0.071], [-2.784, 0.768, -1.063], [-3.962, -0.009, -0.831], [-2.332, 0.948, -2.416], [-2.994, 2.384, -0.321], [-3.486, 2.454, 0.969], [-3.660, 3.689, 1.566], [-3.334, 4.833, 0.850], [-2.843, 4.766, -0.444], [-2.673, 3.524, -1.032], [-2.305, 3.425, -2.041], [-2.602, 5.670, -0.982], [-3.569, 6.529, 1.663], [-4.046, 3.770, 2.571], [-3.735, 1.541, 1.485], [-1.629, -1.268, 0.189], [-1.045, -2.065, -0.979], [-0.997, -3.128, -0.742], [-1.660, -1.906, -1.871], [-2.678, -1.521, 0.337], [-1.065, -1.470, 1.104], [-0.320, 1.670, -0.702], [0.391, 0.528, 0.467], [-0.268, -0.030, -2.469], [2.754, -1.807, -1.147], [3.710, -2.815, -0.780], [3.922, -3.207, 0.511], [3.589, -2.599, 1.497], [4.687, -4.523, 0.445], [4.851, -4.686, -0.981], [4.200, -3.750, -1.705], [4.093, -3.661, -2.900], [5.192, -5.536, -1.396], [3.882, -5.667, 1.089], [4.952, -6.639, 1.572], [4.569, -7.344, 2.308], [6.015, -5.708, 2.150], [6.992, -6.183, 2.224], [5.713, -5.388, 3.147], [6.034, -4.502, 1.200], [6.846, -4.577, 0.477], [6.150, -3.567, 1.747], [5.357, -7.205, 0.732], [3.173, -6.097, 0.384], [3.328, -5.263, 1.937], [2.900, -0.939, -0.501], [2.923, -1.556, -2.197]], "charge": 0, "multiplicity": 1, "orbital_gap_ha": 0.344, "e_tot_ha": -4305.32299, "e_homo_ev": -9.15, "relative_energy_kj_mol": 0.00, "smiles": "O=C(CN1C(=O)NC2(CCCC2)C1=O)N1CCN(S(=O)(=O)c2ccc(Br)cc2)CC1", "largest_force_ev_per_a": 1.05}